Entry 1:
A cluster of 12 separate species, C36H64O28 in total in a non-equilibrium geometry. Source: OMol25; level of theory: ωB97M-V/def2-TZVPD.

XYZ file:
```
128
Properties=species:S:1:pos:R:3:forces:R:3
O -3.352122 1.860699 1.574416 -0.3 -0.3 0.5
O -1.682898 -2.099851 5.319200 0.1 -0.2 0.0
O -4.634235 -3.609821 0.145676 -0.4 0.1 -0.1
O 4.549912 0.344868 -1.661669 0.5 -0.1 -0.6
O -2.529572 6.459112 -1.119024 0.0 -0.4 -0.2
O -3.129339 -2.159954 7.054928 -0.3 -0.1 -0.1
O 1.386894 1.803066 2.004569 0.9 -0.4 0.3
O -5.906910 3.591674 -3.274082 -0.3 0.1 0.6
O -4.416544 4.240742 -4.744610 0.7 0.2 -0.7
O -0.630002 -2.865061 0.104996 -0.1 -0.2 -0.2
O -1.601470 -0.539563 6.879076 -0.4 0.6 0.2
O -6.427764 3.561605 -5.457710 0.3 0.2 0.4
O -0.664364 6.413911 0.111776 0.1 -0.2 -0.2
O -4.831184 -4.628826 2.138158 -0.1 0.5 -0.4
O 2.815537 2.623612 3.489806 0.9 1.0 0.4
O 1.200804 -3.964084 -0.547964 0.0 0.0 0.1
O -2.092188 0.064798 -5.558963 0.5 -0.3 0.1
O -1.357518 4.547904 -0.846127 -0.2 -0.8 -0.9
O 4.068547 -2.011514 3.232877 0.4 0.0 -0.4
O -2.106181 0.651432 -0.669350 -0.7 0.1 -0.3
O 2.339291 0.125353 -1.393035 0.5 -0.4 0.1
O 3.646660 -1.678285 -1.677372 -0.2 -0.5 -0.4
O -0.543194 -3.878666 -1.899277 -0.3 -0.3 -0.6
O 1.958875 -1.329839 3.080917 0.2 -0.1 0.2
O 0.283459 -1.565984 -5.637196 -0.3 0.1 0.5
O -3.721452 -2.681657 1.941417 -0.1 0.4 0.1
O 3.029068 -1.252903 5.060337 -0.1 0.0 -0.1
O 0.759062 2.100234 4.158583 0.3 0.1 -0.4
C 2.340695 -5.937706 -1.379038 0.3 0.5 -1.6
C 3.586023 2.650467 2.270940 -0.2 -1.4 0.6
C -4.463362 -3.714399 1.457530 0.5 -0.7 1.0
C 5.415378 -3.006065 -2.748404 -0.5 -0.3 -0.3
C 5.653433 -0.527826 -1.985783 -0.2 -0.6 1.1
C 0.562003 5.366218 1.918407 0.1 0.2 -0.2
C 4.890856 1.947630 2.623127 -0.3 -0.2 0.0
C 5.055816 -1.929693 -1.760472 0.6 -0.1 0.7
C -2.713657 0.300172 -4.312102 -1.0 0.2 0.2
C -3.486144 -1.725808 0.912120 0.2 -0.5 -1.5
C -0.613935 -1.234943 4.868693 -0.8 0.7 0.0
C -4.834870 -1.710903 -1.266880 0.4 -0.4 -0.4
C -3.880956 -2.474648 -0.357359 -1.1 -0.6 -0.4
C -2.340819 2.399071 2.431665 -0.1 0.5 -0.7
C 3.978361 -3.594604 1.397342 -0.1 -0.1 -0.1
C 1.600203 2.167620 3.312535 -1.5 -0.3 0.0
C 1.074795 -1.525426 -4.453320 -0.2 0.1 -1.0
C 2.651258 1.851854 1.342891 0.7 1.5 -1.2
C -0.093919 4.158612 -0.307302 -0.6 0.8 1.6
C -3.725114 4.342432 -3.514313 -0.2 0.6 0.8
C -1.596647 5.860343 -0.685750 -0.1 0.5 0.6
C -0.071304 -3.528321 -0.715523 0.6 0.7 0.9
C 0.387469 -4.750211 -2.549383 -0.1 -0.4 -0.3
C 0.334398 5.451118 0.411865 1.6 -0.1 0.2
C 3.417886 -0.372205 -1.558824 -0.9 0.8 -0.2
C -1.014575 -0.720243 3.498559 0.1 -0.3 -0.1
C -0.692137 0.682163 -0.649932 -0.5 -0.4 -1.0
C -4.415253 2.920813 -1.502810 0.1 -0.4 0.5
C 3.019407 -1.509994 3.898982 -0.2 0.1 0.5
C -2.246070 -1.640719 6.455964 0.7 -0.3 0.0
C -0.597725 -0.139450 5.966307 1.1 -0.8 -0.1
C 3.755106 -2.162190 1.836393 0.4 -0.4 0.3
C -4.807345 4.021529 -2.456140 0.9 -0.2 -0.4
C 2.298907 -1.738016 1.770169 -0.1 0.2 -1.1
C -5.657676 3.796633 -4.572392 -0.7 -0.6 -0.5
C 1.670413 -4.611173 -1.735722 -0.3 -0.5 0.4
H 0.334108 -1.760369 4.905714 -0.1 -0.3 -0.2
H -5.300786 2.576358 -0.966494 0.0 -0.1 0.0
H 4.651867 1.028231 3.164465 -0.1 0.0 -0.1
H -2.572648 2.439681 3.497315 -0.3 -0.3 -0.1
H 3.724692 3.668345 1.910977 0.0 0.1 0.3
H -1.467548 1.768528 2.289713 0.1 0.2 0.0
H -1.121238 -1.517098 2.760093 0.0 -0.2 0.2
H 5.316734 -2.296057 -0.761698 0.2 0.1 -0.1
H 5.447230 1.642577 1.736228 0.2 0.4 0.0
H -4.110572 -0.833193 0.960200 0.2 0.0 0.7
H 3.117318 0.926439 1.006942 -0.6 -0.5 0.6
H -0.442746 -0.930063 -5.520407 0.0 -0.2 -0.4
H 3.273330 -4.271350 1.883185 0.0 0.1 0.1
H -0.268601 4.883798 2.432153 0.0 0.0 0.0
H -2.668099 1.361557 -4.048902 0.3 -0.1 0.2
H 4.984638 -3.965833 1.591365 0.1 0.2 0.0
H -2.603873 1.275398 -0.118822 0.7 -0.1 0.4
H -5.069025 4.935620 -1.924914 -0.3 -0.1 0.0
H -4.374496 -0.824131 -1.705419 0.1 0.0 0.2
H 1.496085 4.852534 2.154206 -0.1 -0.3 -0.2
H -0.223875 1.664421 -0.740369 -0.3 0.0 0.4
H -5.740814 -1.445150 -0.723195 0.1 0.1 0.1
H -2.185633 3.424771 2.075166 0.5 0.0 0.3
H -4.190742 2.291698 1.767543 0.0 0.0 0.0
H 5.478019 2.543923 3.318173 0.2 0.1 -0.3
H -0.278357 0.089280 0.169572 0.1 0.2 0.1
H 0.000382 -5.770852 -2.524830 -0.1 0.1 0.1
H -3.920018 2.066093 -1.970889 -0.4 0.0 -0.4
H -0.289075 -0.023121 3.084533 0.0 0.2 0.3
H 1.823025 -0.738235 -4.584958 0.2 -0.1 0.4
H -2.434101 -1.499988 0.758727 0.0 0.3 0.8
H 1.271382 5.739946 -0.073679 -0.1 0.6 0.2
H 6.492649 -3.115622 -2.868771 0.0 0.2 0.1
H 2.331476 -3.924790 -2.271696 0.3 -0.1 0.3
H 2.171527 -0.885004 1.100741 -0.3 -0.2 0.0
H -3.377509 5.366787 -3.388801 0.1 -0.1 -0.1
H 0.505405 -4.446308 -3.586594 -0.1 0.1 0.0
H 2.802170 -6.231341 -2.331443 0.2 -0.3 0.2
H 1.557021 -2.502378 -4.401629 0.2 0.1 0.3
H -2.280889 -0.329704 -3.535374 0.4 0.2 -0.1
H 1.661908 -6.750494 -1.134116 -0.2 0.3 0.4
H 4.977496 -2.834894 -3.734052 0.0 0.2 0.0
H 3.144842 -5.816125 -0.660132 -0.1 0.0 0.2
H 0.367680 -0.222974 6.469324 -0.1 0.3 0.1
H -2.873097 3.663186 -3.469100 -0.1 -0.1 -0.2
H 5.040153 -3.966885 -2.390963 0.0 0.0 0.0
H -0.242301 3.403180 0.465999 -0.2 -0.3 -0.4
H 0.710900 6.365519 2.327983 -0.2 0.1 -0.1
H -3.778445 0.039022 -4.309437 0.0 0.0 -0.2
H -5.136723 -2.363775 -2.088484 0.0 0.0 0.0
H 0.482096 -1.324892 -3.558741 0.1 -0.1 0.1
H -1.992598 -0.254104 3.627984 0.0 0.2 -0.2
H 6.397683 -0.334885 -1.216898 0.3 0.1 -0.3
H -3.665542 3.208385 -0.762842 -0.2 0.6 0.0
H -2.672868 0.265810 -6.294685 -0.1 0.1 0.1
H 6.076294 -0.426590 -2.982667 -0.4 0.5 -0.1
H -0.478146 0.195918 -1.605862 0.6 -0.2 0.3
H 3.772294 -3.657509 0.326726 0.0 0.0 0.0
H 0.624572 3.818607 -1.048215 -0.3 0.1 -0.3
H -0.714070 0.884627 5.625135 -0.4 -0.1 -0.1
H 2.544598 2.430077 0.422245 -0.3 -0.2 -0.1
H -3.056022 -2.983395 -0.859967 0.2 0.7 -0.2
H 1.703874 -2.572656 1.399483 -0.4 0.2 0.4
H 4.394961 -1.485716 1.260774 0.1 0.0 0.2
```
Forces are in eV/Å.

energy relative to the best compared isomer or geometry (same formula, charge and spin) = 0.0 kJ/mol
HOMO-LUMO gap = 0.355 Eh
HOMO energy = -10.11 eV

Atomic partial charges in e from the Mulliken method, atoms 1 to 4: -0.42, -0.42, -0.44, -0.37

Entry 2:
A cluster of 2 separate species, C11H27N4O2S in total. Source: OMol25; level of theory: ωB97M-V/def2-TZVPD.

XYZ file:
```
45
Properties=species:S:1:pos:R:3:forces:R:3
S -0.415786 -2.475773 0.362697 0.3 0.2 0.0
O -0.190550 -1.060492 0.652998 0.0 0.0 0.0
O -0.040866 -2.944426 -0.944498 0.0 0.0 0.0
N 0.229759 1.588939 -1.069699 -0.1 0.0 0.0
N 3.676252 0.512917 -0.811963 -0.1 -0.2 -0.1
N 2.083694 1.235445 0.878390 0.0 -0.4 -0.1
N 3.349929 2.842576 -0.227961 -0.1 0.1 0.0
C 2.720230 1.546003 -0.400475 -0.1 0.0 0.1
C -2.409718 1.428708 -0.286335 0.0 0.0 0.0
C -1.924558 0.602597 -1.496891 0.4 0.1 0.0
C -2.038715 -3.917885 1.889257 0.0 0.0 0.0
C -2.117983 -2.895018 0.747779 -0.1 -0.1 0.1
C -0.762553 -3.616671 2.687180 0.0 0.0 0.0
C -0.729622 1.256423 -2.181508 0.0 -0.1 0.0
C -0.276310 2.813633 -0.348255 -0.1 0.2 0.1
C 0.348295 -3.443168 1.654127 -0.1 -0.1 0.1
C 1.641701 1.741420 -1.518029 0.1 0.1 0.0
C -1.803907 2.830736 -0.288730 0.0 0.0 -0.1
H 2.770107 1.327757 1.620871 -0.1 0.2 0.0
H -1.491025 -0.333189 -1.149872 -0.5 -0.2 0.0
H 3.415067 0.010469 -1.648526 0.0 0.0 0.0
H -2.108061 3.392279 0.592472 0.0 0.0 0.0
H 0.176476 0.804542 -0.405646 0.1 0.0 0.0
H -0.247540 0.556329 -2.860037 0.1 0.0 0.0
H -3.494243 1.515294 -0.302713 0.0 0.0 0.0
H 4.164737 2.745513 0.370297 0.0 0.0 0.0
H 1.717377 2.753120 -1.909174 0.0 0.0 -0.1
H 1.798240 1.052670 -2.344514 0.0 -0.1 0.1
H 3.824758 -0.171943 -0.083054 0.1 0.1 0.0
H -0.938539 2.181718 -2.715689 0.0 0.0 0.0
H 0.194787 2.807102 0.628363 0.0 -0.1 0.1
H 0.098659 3.675504 -0.898026 0.0 0.0 0.0
H -2.196219 3.375663 -1.149103 0.0 0.0 0.0
H -2.927580 -3.863907 2.514092 0.0 0.0 0.0
H -2.147172 0.905788 0.636260 0.0 0.0 0.0
H -2.717531 0.375790 -2.204173 0.0 0.1 -0.1
H -0.884466 -2.695247 3.260215 0.0 0.0 0.0
H 3.700316 3.176395 -1.118911 0.1 -0.1 0.0
H -1.986876 -4.925893 1.476059 0.0 0.0 0.0
H -2.571621 -3.284859 -0.160110 0.0 0.0 0.0
H -0.523788 -4.414433 3.387231 0.0 0.0 0.0
H 1.784462 0.263234 0.901988 0.0 0.0 0.0
H -2.615677 -1.974091 1.048426 0.0 0.0 0.0
H 0.640408 -4.389850 1.200234 0.0 0.0 0.0
H 1.225643 -2.911723 2.014976 0.0 0.0 -0.1
```
Forces are in eV/Å.

HOMO-LUMO gap = 0.374 Eh
charge = +1
HOMO energy = -12.20 eV

Atomic partial charges in e from the Mulliken method, atoms 1 to 4: 1.18, -0.80, -0.78, 0.67

Entry 3:
A cluster of 2 separate species, C4H12 in total in a non-equilibrium geometry. Source: OMol25; level of theory: ωB97M-V/def2-TZVPD.

XYZ file:
```
16
Properties=species:S:1:pos:R:3:forces:R:3
C 1.204734 1.374213 0.373917 0.6 0.6 0.5
C -2.424813 -1.752669 -0.613942 -0.6 0.8 1.5
C 2.396361 1.159699 1.317305 0.4 1.1 -1.0
C -1.227531 -0.971036 -1.085278 0.7 0.6 -0.6
H 1.546482 1.232908 -0.649601 -0.3 -0.3 -0.1
H -1.421598 -0.350532 -1.961829 -0.3 -0.3 -0.3
H 2.936865 0.242649 1.098047 -0.2 -0.3 0.5
H 0.336606 0.777706 0.604787 -0.1 -0.2 0.0
H 2.191752 1.370876 2.362757 -0.2 -0.6 0.1
H -3.141873 -1.029817 -0.197325 -0.2 -0.1 -0.5
H -0.913743 -0.196547 -0.383748 -0.2 -0.5 0.4
H -2.205181 -2.313236 0.299370 0.3 -0.4 -0.4
H 0.935993 2.429916 0.446443 -0.3 -0.1 0.0
H -0.341989 -1.569752 -1.312960 -0.1 -0.1 0.0
H -2.963344 -2.366221 -1.326866 0.3 -0.1 -0.2
H 3.091279 1.961843 1.028921 0.2 -0.2 0.2
```
Forces are in eV/Å.

energy relative to the best compared isomer or geometry (same formula, charge and spin) = 35.0 kJ/mol
HOMO-LUMO gap = 0.464 Eh
HOMO energy = -11.50 eV

Atomic partial charges in e from the Mulliken method, atoms 1 to 4: -0.72, -0.96, -0.88, -0.44

Question: What is the HOMO-LUMO gap in the first record?
Answer: 0.355 Eh